No. 1
10
Properties=species:S:1:pos:R:3:forces:R:3:nbo_charge:R:1 method="wB97M-V/def2-TZVPD" e_above_lowest_kj_mol=611.1 largest_force_ha_per_bohr=0.058 energy_ev=-9775.353 e_lumo_ev="-0.6 / -0.6"
C 0.5260 -0.9132 -0.4099 0.08 0.86 -1.21 -0.7329
C 0.0635 -1.7008 0.5470 -0.38 0.18 0.02 0.2137
C 0.1777 0.4891 -0.3647 1.92 1.24 0.14 0.6925
C -1.4148 0.4280 1.1340 0.15 -2.96 0.15 0.4350
N -0.6315 1.1777 0.4055 -0.06 1.33 -0.48 -0.6479
O 1.1080 1.1710 -1.1042 -1.58 0.73 1.36 -0.6419
O -2.1576 0.9132 2.1159 1.59 1.62 -1.43 -0.6353
H 1.3044 -0.9204 -1.2383 -0.89 -1.33 1.33 0.3018
H 1.0460 2.1024 -0.7807 -0.02 -0.60 -0.58 0.5088
H -2.5887 0.1540 2.4582 -0.82 -1.08 0.69 0.5062



No. 2
10
Properties=species:S:1:pos:R:3:forces:R:3:nbo_charge:R:1 method="wB97M-V/def2-TZVPD" e_above_lowest_kj_mol=128.0 largest_force_ha_per_bohr=0.014 energy_ev=-9780.360 smiles="O=Cc1ncco1" e_lumo_ev=0.2
O -2.0080 -1.8298 1.0688 0.72 0.12 -0.07 -0.4515
C -0.8463 -1.5088 1.0817 -0.53 -0.20 -0.01 0.3859
C -0.2894 -0.4331 0.1975 -0.05 -0.05 -0.17 0.3634
N -0.2829 -0.3618 -1.0918 0.03 -0.01 0.36 -0.4137
C 0.4300 0.7975 -1.3603 0.10 0.19 0.04 -0.1169
C 0.7959 1.3726 -0.1922 0.03 0.01 -0.19 0.0558
O 0.3522 0.5787 0.8213 0.02 -0.11 0.02 -0.3970
H -0.1067 -2.0039 1.7476 -0.19 0.20 -0.05 0.1313
H 0.6415 1.1160 -2.3722 -0.11 -0.01 0.21 0.2243
H 1.3138 2.2726 0.0996 -0.04 -0.13 -0.12 0.2183



No. 3
10
Properties=species:S:1:pos:R:3:forces:R:3:nbo_charge:R:1 method="wB97M-V/def2-TZVPD" e_above_lowest_kj_mol=912.0 largest_force_ha_per_bohr=0.064 energy_ev=-9772.235 e_lumo_ev="-1.5 / -1.6"
C -0.6121 -0.3523 1.1392 -1.35 -1.31 1.40 -0.2883
C 0.4662 -1.1935 0.8215 0.48 2.15 -1.77 -0.3885
C -0.7595 0.5533 0.1269 -2.41 1.68 0.02 -0.0845
C 1.0084 -0.7015 -0.3159 0.36 -0.21 -0.85 0.2977
N 0.2939 0.3759 -0.7117 0.81 -0.06 0.78 -0.1556
O 1.2547 1.6481 -2.3765 -0.28 -0.81 1.19 -0.0994
O 0.2049 1.0064 -1.9040 -0.20 0.76 -2.48 0.0092
H -1.1521 -0.6975 2.0641 -0.08 1.37 -1.33 0.2440
H 0.8817 -1.8921 1.4102 1.20 -2.41 1.90 0.2247
H -1.5861 1.2531 -0.2537 1.47 -1.15 1.14 0.2407